Record 1
{"formula": "C41H121N7O16", "method": "the ωB97M-V functional and the def2-TZVPD basis", "charge": 0, "e_tot_ha": -3221.53028, "gap_ev": 8.783, "relative_energy_kcal_mol": 29.69, "spin_multiplicity": 1, "elements": ["C", "C", "O", "H", "H", "H", "H", "H", "H", "C", "C", "O", "H", "H", "H", "H", "H", "H", "C", "C", "O", "H", "H", "H", "H", "H", "H", "C", "C", "O", "H", "H", "H", "H", "H", "H", "C", "O", "H", "H", "H", "H", "C", "O", "H", "H", "H", "H", "C", "O", "H", "H", "H", "H", "C", "O", "H", "H", "H", "H", "C", "O", "H", "H", "H", "H", "C", "C", "C", "O", "C", "N", "H", "H", "H", "H", "H", "H", "H", "H", "H", "H", "H", "C", "C", "C", "O", "C", "N", "H", "H", "H", "H", "H", "H", "H", "H", "H", "H", "H", "C", "C", "C", "O", "C", "N", "H", "H", "H", "H", "H", "H", "H", "H", "H", "H", "H", "C", "C", "C", "O", "C", "N", "H", "H", "H", "H", "H", "H", "H", "H", "H", "H", "H", "C", "C", "C", "O", "C", "N", "H", "H", "H", "H", "H", "H", "H", "H", "H", "H", "H", "C", "C", "C", "O", "C", "N", "H", "H", "H", "H", "H", "H", "H", "H", "H", "H", "H", "C", "C", "C", "O", "C", "N", "H", "H", "H", "H", "H", "H", "H", "H", "H", "H", "H"], "xyz": [[2.82, -2.49, 3.77], [2.41, -1.87, 2.46], [1.11, -1.37, 2.71], [3.20, -1.69, 4.41], [3.55, -3.29, 3.71], [2.06, -3.02, 4.34], [2.26, -2.54, 1.62], [3.07, -1.06, 2.17], [0.95, -0.93, 1.88], [-3.72, 1.90, -3.23], [-4.38, 0.67, -3.91], [-4.90, 1.04, -5.15], [-3.30, 1.73, -2.24], [-4.39, 2.76, -3.16], [-2.91, 2.25, -3.87], [-5.20, 0.31, -3.29], [-3.66, -0.15, -3.97], [-5.73, 0.60, -5.33], [-0.56, 3.38, -2.31], [0.13, 3.78, -3.62], [-0.27, 2.94, -4.69], [-0.07, 3.97, -1.54], [-0.39, 2.32, -2.10], [-1.62, 3.64, -2.33], [1.19, 3.58, -3.45], [0.02, 4.84, -3.83], [0.35, 3.10, -5.40], [0.85, 4.64, 3.05], [0.87, 4.06, 1.61], [-0.47, 3.92, 1.11], [0.25, 4.02, 3.72], [0.32, 5.59, 3.09], [1.85, 4.79, 3.45], [1.42, 3.12, 1.57], [1.39, 4.80, 0.99], [-0.93, 4.76, 1.09], [3.03, 2.53, -1.44], [3.63, 3.20, -2.50], [2.87, 3.11, -0.53], [2.09, 2.06, -1.75], [3.60, 1.68, -1.07], [4.13, 2.61, -3.06], [3.66, -1.87, -1.77], [4.64, -0.96, -2.12], [3.56, -2.63, -2.54], [3.99, -2.36, -0.85], [2.69, -1.40, -1.64], [5.47, -1.41, -1.96], [-2.31, -2.34, -1.56], [-1.32, -1.34, -1.89], [-2.48, -2.52, -0.49], [-3.31, -2.08, -1.91], [-2.05, -3.32, -1.96], [-1.30, -1.04, -2.80], [-0.39, 0.81, 0.59], [0.14, -0.44, 0.20], [-0.10, 0.94, 1.64], [0.04, 1.63, 0.01], [-1.47, 0.80, 0.50], [-0.38, -0.75, -0.55], [-3.22, 2.90, 2.51], [-4.52, 2.81, 3.13], [-2.75, 3.83, 2.84], [-2.49, 2.15, 2.84], [-3.31, 2.86, 1.43], [-4.95, 2.06, 2.71], [5.60, -0.11, 1.27], [6.51, 0.61, 2.25], [5.80, 0.91, 3.62], [4.74, 1.90, 3.43], [4.14, 2.29, 4.70], [7.54, -0.26, 2.66], [4.62, 0.34, 1.42], [5.51, -1.17, 1.51], [5.80, 0.00, 0.20], [6.93, 1.52, 1.83], [6.49, 1.25, 4.40], [5.29, 0.02, 3.99], [4.87, 2.93, 5.20], [3.91, 1.43, 5.33], [3.20, 2.78, 4.45], [7.13, -0.94, 3.29], [7.85, -0.78, 1.85], [-4.75, 0.02, 0.44], [-5.88, 1.06, 0.49], [-6.91, 0.86, -0.63], [-7.92, 1.86, -0.46], [-8.99, 1.95, -1.40], [-6.48, 1.10, 1.82], [-4.28, -0.06, -0.54], [-5.07, -1.01, 0.60], [-4.02, 0.21, 1.22], [-5.34, 2.00, 0.43], [-7.38, -0.12, -0.66], [-6.36, 1.03, -1.56], [-9.37, 0.94, -1.50], [-8.61, 2.29, -2.36], [-9.77, 2.63, -1.04], [-6.73, 0.15, 2.06], [-7.36, 1.60, 1.77], [-2.94, -2.76, 2.77], [-3.00, -2.10, 4.13], [-2.91, -0.55, 4.12], [-2.69, -0.15, 5.50], [-2.98, 1.18, 5.81], [-4.18, -2.56, 4.82], [-2.13, -2.31, 2.18], [-3.80, -2.47, 2.16], [-2.79, -3.83, 2.71], [-2.10, -2.46, 4.64], [-3.83, -0.09, 3.76], [-2.05, -0.27, 3.51], [-2.49, 1.86, 5.11], [-2.72, 1.37, 6.85], [-4.04, 1.44, 5.80], [-4.13, -2.41, 5.82], [-5.02, -2.15, 4.45], [0.55, 1.21, 4.79], [0.90, 0.16, 5.83], [0.54, 0.51, 7.28], [1.07, 1.78, 7.55], [0.78, 2.28, 8.85], [0.27, -1.05, 5.40], [-0.52, 1.43, 4.79], [0.95, 0.96, 3.81], [1.05, 2.15, 5.02], [1.97, -0.08, 5.82], [0.97, -0.23, 7.95], [-0.54, 0.48, 7.40], [1.02, 3.34, 8.87], [1.44, 1.76, 9.56], [-0.21, 2.03, 9.22], [-0.67, -0.69, 5.31], [0.46, -1.23, 4.43], [0.37, -2.27, -5.02], [-0.95, -1.57, -5.51], [-2.23, -2.45, -5.43], [-2.22, -3.51, -6.37], [-2.32, -3.03, -7.70], [-1.09, -0.38, -4.62], [0.20, -2.70, -4.03], [1.15, -1.51, -5.05], [0.70, -3.01, -5.75], [-0.92, -1.15, -6.51], [-3.13, -1.85, -5.57], [-2.22, -2.88, -4.43], [-1.44, -2.52, -8.07], [-3.14, -2.31, -7.74], [-2.52, -3.87, -8.37], [-0.25, 0.19, -4.67], [-1.83, 0.16, -5.04], [0.96, -3.97, -0.78], [0.41, -4.93, 0.23], [0.62, -6.39, -0.26], [-0.15, -6.66, -1.43], [0.12, -7.94, -1.94], [1.20, -4.66, 1.41], [0.55, -2.98, -0.56], [0.71, -4.13, -1.83], [2.04, -3.87, -0.80], [-0.63, -4.75, 0.50], [0.24, -7.08, 0.50], [1.66, -6.71, -0.35], [1.08, -8.04, -2.44], [-0.62, -8.11, -2.71], [0.01, -8.73, -1.20], [0.96, -3.73, 1.72], [0.92, -5.32, 2.13], [2.81, 1.06, -4.78], [4.33, 1.14, -5.17], [4.66, 2.21, -6.24], [5.98, 2.06, -6.64], [6.44, 3.03, -7.57], [5.00, 1.32, -3.90], [2.57, 0.37, -3.97], [2.18, 0.83, -5.64], [2.48, 2.02, -4.39], [4.72, 0.21, -5.59], [4.49, 3.25, -5.98], [4.01, 2.09, -7.11], [7.48, 2.78, -7.75], [6.30, 4.05, -7.20], [5.91, 2.93, -8.52], [6.00, 1.28, -4.05], [4.69, 0.65, -3.22]]}

---

Record 2
{"formula": "C41H121N7O16", "method": "the ωB97M-V functional and the def2-TZVPD basis", "charge": 0, "e_tot_ha": -3221.57760, "gap_ev": 8.933, "relative_energy_kcal_mol": 0.00, "spin_multiplicity": 1, "elements": ["C", "C", "O", "H", "H", "H", "H", "H", "H", "C", "C", "O", "H", "H", "H", "H", "H", "H", "C", "C", "O", "H", "H", "H", "H", "H", "H", "C", "C", "O", "H", "H", "H", "H", "H", "H", "C", "O", "H", "H", "H", "H", "C", "O", "H", "H", "H", "H", "C", "O", "H", "H", "H", "H", "C", "O", "H", "H", "H", "H", "C", "O", "H", "H", "H", "H", "C", "C", "C", "O", "C", "N", "H", "H", "H", "H", "H", "H", "H", "H", "H", "H", "H", "C", "C", "C", "O", "C", "N", "H", "H", "H", "H", "H", "H", "H", "H", "H", "H", "H", "C", "C", "C", "O", "C", "N", "H", "H", "H", "H", "H", "H", "H", "H", "H", "H", "H", "C", "C", "C", "O", "C", "N", "H", "H", "H", "H", "H", "H", "H", "H", "H", "H", "H", "C", "C", "C", "O", "C", "N", "H", "H", "H", "H", "H", "H", "H", "H", "H", "H", "H", "C", "C", "C", "O", "C", "N", "H", "H", "H", "H", "H", "H", "H", "H", "H", "H", "H", "C", "C", "C", "O", "C", "N", "H", "H", "H", "H", "H", "H", "H", "H", "H", "H", "H"], "xyz": [[3.42, -19.94, 28.68], [4.31, -18.83, 28.20], [3.70, -17.58, 28.56], [3.08, -19.82, 29.72], [3.90, -20.93, 28.71], [2.47, -19.95, 28.16], [4.38, -18.91, 27.13], [5.30, -18.97, 28.60], [3.62, -16.98, 27.79], [1.84, -11.63, 22.79], [0.41, -11.43, 23.14], [-0.41, -11.65, 22.02], [2.46, -11.36, 23.66], [2.10, -11.00, 21.93], [2.02, -12.70, 22.57], [0.30, -10.40, 23.51], [0.17, -12.11, 23.93], [-1.02, -10.91, 21.94], [4.03, -14.95, 21.76], [3.28, -15.58, 20.58], [1.83, -15.47, 20.71], [5.08, -15.20, 21.67], [3.59, -15.40, 22.68], [3.94, -13.90, 21.84], [3.59, -16.65, 20.52], [3.51, -15.08, 19.63], [1.49, -15.97, 19.97], [9.06, -17.27, 24.16], [7.63, -16.88, 23.89], [7.34, -15.55, 24.27], [9.16, -17.27, 25.25], [9.76, -16.55, 23.69], [9.36, -18.29, 23.85], [7.02, -17.53, 24.47], [7.48, -17.09, 22.83], [7.80, -14.92, 23.67], [4.28, -18.34, 22.37], [4.08, -18.93, 21.09], [5.11, -17.61, 22.28], [3.40, -17.75, 22.64], [4.46, -19.11, 23.13], [3.20, -19.41, 21.11], [2.01, -19.37, 25.10], [1.52, -20.41, 24.18], [1.29, -19.14, 25.86], [2.99, -19.63, 25.50], [2.13, -18.49, 24.47], [1.22, -21.16, 24.67], [0.68, -14.18, 26.30], [1.38, -14.58, 25.15], [1.37, -14.26, 27.13], [0.28, -13.18, 26.14], [-0.14, -14.90, 26.48], [0.73, -14.63, 24.33], [4.47, -15.65, 25.71], [3.22, -16.17, 26.15], [5.27, -15.84, 26.45], [4.82, -16.11, 24.76], [4.48, -14.57, 25.57], [2.54, -15.59, 25.71], [7.40, -12.70, 25.82], [7.65, -11.53, 26.60], [8.30, -13.32, 25.82], [6.53, -13.22, 26.25], [7.21, -12.48, 24.74], [6.78, -11.08, 26.73], [4.55, -22.01, 25.32], [5.59, -23.05, 25.67], [6.69, -22.38, 26.56], [7.18, -21.17, 25.94], [8.33, -20.79, 26.72], [5.13, -24.23, 26.37], [5.07, -21.16, 24.86], [3.93, -21.62, 26.11], [3.90, -22.38, 24.53], [6.02, -23.33, 24.68], [7.55, -23.07, 26.73], [6.31, -22.09, 27.52], [8.96, -21.65, 26.96], [8.05, -20.29, 27.64], [9.02, -20.20, 26.12], [4.50, -24.04, 27.13], [4.78, -24.98, 25.77], [3.42, -11.42, 26.61], [4.18, -10.38, 25.88], [3.27, -9.24, 25.52], [4.05, -8.17, 25.05], [3.31, -7.10, 24.69], [5.28, -9.92, 26.75], [2.52, -11.74, 26.05], [3.14, -10.94, 27.55], [3.90, -12.39, 26.73], [4.69, -10.75, 25.01], [2.65, -8.90, 26.39], [2.57, -9.47, 24.70], [2.61, -6.75, 25.47], [2.59, -7.30, 23.85], [3.94, -6.23, 24.45], [4.94, -9.69, 27.67], [5.75, -9.11, 26.41], [3.37, -14.24, 29.15], [4.54, -14.13, 30.13], [5.72, -13.61, 29.32], [6.87, -13.77, 30.08], [8.07, -13.32, 29.50], [4.22, -13.22, 31.24], [3.55, -15.13, 28.52], [3.17, -13.34, 28.57], [2.44, -14.33, 29.73], [4.78, -15.06, 30.58], [5.60, -12.55, 29.02], [5.90, -14.16, 28.38], [8.32, -13.90, 28.61], [8.85, -13.53, 30.21], [7.90, -12.27, 29.22], [4.96, -13.18, 31.91], [4.18, -12.25, 30.90], [7.83, -17.07, 28.03], [7.61, -17.58, 29.47], [8.97, -17.43, 30.16], [9.98, -18.06, 29.38], [11.26, -17.74, 29.88], [6.61, -16.89, 30.31], [8.24, -16.06, 28.07], [6.97, -17.05, 27.40], [8.72, -17.64, 27.66], [7.35, -18.67, 29.49], [8.99, -17.87, 31.18], [9.16, -16.36, 30.19], [11.99, -18.43, 29.54], [11.29, -17.74, 30.97], [11.53, -16.73, 29.49], [6.80, -15.92, 30.38], [5.64, -16.98, 30.06], [-1.67, -16.37, 23.82], [-1.59, -15.13, 22.92], [-2.35, -13.92, 23.44], [-3.75, -14.14, 23.48], [-4.35, -13.73, 22.21], [-0.18, -14.75, 22.75], [-1.04, -16.28, 24.69], [-1.17, -17.20, 23.27], [-2.67, -16.61, 24.15], [-2.16, -15.30, 21.99], [-2.14, -13.03, 22.83], [-2.03, -13.71, 24.49], [-4.12, -14.47, 21.42], [-4.04, -12.71, 21.94], [-5.40, -13.69, 22.43], [0.37, -15.33, 22.13], [-0.03, -13.84, 22.32], [0.03, -17.78, 27.80], [-0.19, -17.05, 29.11], [-1.55, -17.35, 29.55], [-2.43, -16.52, 28.79], [-3.79, -16.86, 28.89], [0.76, -17.57, 30.12], [0.94, -17.56, 27.23], [-0.83, -17.53, 27.16], [0.04, -18.83, 28.03], [-0.20, -15.95, 28.91], [-1.72, -17.19, 30.63], [-1.82, -18.38, 29.27], [-3.89, -17.95, 28.67], [-4.36, -16.25, 28.20], [-4.22, -16.76, 29.94], [1.68, -17.50, 29.74], [0.77, -17.10, 31.03], [0.39, -18.54, 21.36], [0.32, -19.90, 20.76], [0.48, -19.79, 19.30], [0.38, -21.08, 18.74], [0.33, -21.10, 17.36], [1.50, -20.70, 21.21], [0.32, -18.53, 22.46], [-0.36, -17.90, 20.88], [1.31, -18.04, 21.05], [-0.64, -20.36, 21.00], [1.48, -19.40, 19.13], [-0.25, -19.11, 18.83], [0.19, -22.13, 17.01], [1.25, -20.74, 16.89], [-0.54, -20.48, 16.98], [1.51, -21.58, 20.72], [1.42, -20.90, 22.20]]}